The following is a quantum chemistry calculation of one molecule with the formula C5H12O, from OMol25.

Cartesian coordinates (Å):
1 O -0.81920 1.81378 -0.74141
2 C 0.57390 -1.36108 0.65740
3 C -0.68866 2.34168 -2.03454
4 C 0.18583 0.87496 -0.43106
5 C 0.18954 -2.33089 1.77058
6 C -0.34327 -0.14150 0.56939
7 H -0.83161 -2.70669 1.63383
8 H 0.51027 0.34991 -1.34549
9 H -0.78810 1.55219 -2.79742
10 H 1.07422 1.38912 -0.02739
11 H -1.49133 3.06905 -2.17415
12 H 0.27679 2.84879 -2.18950
13 H 0.23751 -1.84209 2.75065
14 H -1.34463 -0.44678 0.24231
15 H 0.86442 -3.19345 1.79244
16 H -0.46168 0.32723 1.55557
17 H 0.55559 -1.88666 -0.30797
18 H 1.61092 -1.02756 0.80347

Calculated values
molar mass	88.15	g mol⁻¹
ΔE to the lowest compared entry with this formula, charge and spin	16.6	kcal/mol
orbital gap	10.9	eV
SMILES string	CCCCOC
highest occupied orbital energy	-9.73	eV

Atomic partial charges in e from the Löwdin method, atoms 1 to 5: atom 1 (O): -0.191, atom 2 (C): -0.282, atom 3 (C): -0.129, atom 4 (C): -0.264, atom 5 (C): -0.122

***

The following is a quantum chemistry calculation of a 7-piece molecular cluster, C40H73FO12P2 overall, from OMol25.

Cartesian coordinates (Å):
1 P -2.30579 -1.44518 1.70314
2 P -1.26511 -0.10785 3.12124
3 F -4.97347 -2.24714 0.09081
4 O 6.20707 4.04360 3.71348
5 O 0.78481 -3.10235 -5.87780
6 O 4.10446 -0.70261 -8.33023
7 O 2.21272 0.89558 5.36754
8 O 0.01300 -0.36670 -0.27542
9 O 0.09695 4.51528 5.38764
10 O -0.29079 -1.01116 4.21849
11 O -2.32692 0.80812 4.09141
12 O -2.35729 0.56871 -0.18258
13 O -1.37197 -0.34438 -2.12299
14 O -4.19291 -4.22469 -4.07577
15 O -0.32806 0.89072 2.41650
16 C 7.43034 6.01606 3.23701
17 C 1.06408 -4.96931 1.69342
18 C -1.29031 -0.06522 -0.87387
19 C -1.97813 4.03039 4.36677
20 C 2.17976 1.53123 6.65440
21 C 0.19170 -1.79435 -0.61877
22 C 5.44509 -0.83220 -7.83633
23 C 1.66239 -1.28346 -4.63902
24 C -3.28899 -0.35225 0.43646
25 C -2.80235 -4.14082 -3.73629
26 C -6.81997 -0.35179 1.70775
27 C 8.40838 4.88832 3.47632
28 C 7.54629 3.87107 4.19738
29 C -4.36185 -5.23919 -5.07615
30 C -2.97554 -5.59490 -5.57781
31 C -2.14897 5.25808 5.23385
32 C -7.40229 -2.39785 3.45216
33 C -0.93546 5.16691 6.14174
34 C -8.92508 -2.28208 3.15279
35 C -4.28218 0.52003 1.34656
36 C 5.26698 1.30918 -8.79494
37 C 1.47808 -2.23128 -6.78328
38 C 3.09464 3.08493 5.14012
39 C 0.37213 -3.54183 1.44822
40 C 6.27916 0.21342 -8.54956
41 C 2.92857 1.74263 4.45431
42 C -3.96745 -1.41043 -0.55542
43 C -5.80662 0.62232 0.90805
44 C -0.47788 3.96378 4.19818
45 C -6.39928 -1.43608 2.72396
46 C 0.72091 -2.47165 -4.59082
47 C 1.59448 -0.88710 -6.09578
48 C -4.46279 -0.81026 -1.96593
49 C 3.15903 2.68883 6.59804
50 C 1.14272 -2.59080 0.40088
51 C -9.35901 -1.19418 2.13825
52 C 4.00712 0.51629 -9.08037
53 C 6.14333 5.26401 2.96226
54 C -2.12604 -5.34807 -4.35197
55 C -8.36310 -0.22451 1.40707
56 H 5.13611 1.90413 -7.88486
57 H 3.89960 1.27599 4.25551
58 H -6.03786 0.50629 -0.20005
59 H -3.12695 -2.16078 -0.83269
60 H 7.87167 2.84364 4.01808
61 H -3.85983 1.59880 1.37498
62 H 0.62144 -1.94138 -1.66723
63 H 3.93659 0.25183 -10.14099
64 H -0.83841 -2.32098 -0.57768
65 H -0.14594 4.57343 3.35063
66 H 0.33483 -2.98690 2.46372
67 H -10.47816 -1.11847 1.89087
68 H -5.29430 -1.60789 2.97016
69 H -3.22764 -2.22730 2.47577
70 H -0.31323 -2.15278 -4.42193
71 H -6.97602 -3.19481 4.16718
72 H 2.46496 -2.66481 -6.97558
73 H -3.82918 -1.12693 -2.85621
74 H -1.14492 4.55166 7.02369
75 H -3.09192 5.28382 5.78318
76 H 0.93282 -2.17371 -7.72797
77 H -4.84522 -6.10023 -4.60162
78 H 9.28877 5.18378 4.04974
79 H -2.38565 0.46844 5.01193
80 H 2.45613 -0.31010 -6.43471
81 H 1.15742 1.88395 6.82778
82 H 2.90296 3.49723 7.28525
83 H 2.68034 -1.60208 -4.38977
84 H 6.05623 5.00065 1.90258
85 H 7.71740 6.68114 2.42069
86 H -6.16293 1.69032 1.18698
87 H 3.09950 1.05276 -8.79395
88 H -1.07120 -5.17765 -4.57521
89 H 3.97279 3.63359 4.79421
90 H 0.99425 -3.19246 -3.81538
91 H 1.93132 -4.91809 2.45404
92 H -4.24098 0.17293 2.44805
93 H -2.41053 -3.20843 -4.15680
94 H 1.37630 -0.48572 -3.95086
95 H 5.25581 5.82978 3.25469
96 H 5.53850 1.98439 -9.60824
97 H -2.08911 6.16023 4.61583
98 H 1.82613 -3.28988 -0.21979
99 H 1.35825 -5.51563 0.73461
100 H -2.69097 -4.10709 -2.64915
101 H -0.11694 2.94285 4.05519
102 H -2.67996 -4.90876 -6.37838
103 H -0.73414 -3.73206 1.17561
104 H -8.76299 0.53589 0.64155
105 H -2.50968 4.08849 3.41542
106 H -0.58527 6.14657 6.47599
107 H 7.53811 4.05122 5.27773
108 H -2.19851 -6.20372 -3.67212
109 H 7.14511 0.53644 -7.96912
110 H 7.32572 6.61602 4.14716
111 H 1.76216 -1.84834 1.00771
112 H 0.69150 -0.29429 -6.27771
113 H 6.63652 -0.18235 -9.50595
114 H -5.01364 -4.86789 -5.87020
115 H 8.74543 4.48004 2.51779
116 H -5.56085 -1.15036 -2.10735
117 H 5.42291 -0.65388 -6.75569
118 H -9.63403 -3.00641 3.67300
119 H -2.90956 -6.61483 -5.96067
120 H -2.33131 3.14493 4.90362
121 H 0.25985 -5.63294 2.20026
122 H 5.80496 -1.84827 -8.01432
123 H 2.21120 3.70526 4.96373
124 H 0.53815 -0.45955 4.31514
125 H 4.16741 2.33781 6.84280
126 H 2.43371 0.80398 7.42967
127 H -4.52203 0.34522 -1.91866
128 H 2.37836 1.81642 3.51322

Calculated values
molar mass	826.96	g mol⁻¹
orbital gap	9.0	eV
SMILES string	CCCCOC(=O)O[C@](CCc1ccccc1)(PP(=O)(O)O)[C@H](C)F.C1CCOC1.C1CCOC1.C1CCOC1.C1CCOC1.C1CCOC1.C1CCOC1
highest occupied orbital energy	-8.62	eV

Atomic partial charges in e from the Löwdin method, atoms 1 to 5: atom 1 (P): 0.979, atom 2 (P): 0.492, atom 3 (F): -0.056, atom 4 (O): -0.157, atom 5 (O): -0.145

***

The following is a quantum chemistry calculation of one molecule with the formula C6H10O, from OMol25.

Cartesian coordinates (Å):
1 O -2.01702 -0.75381 0.93141
2 C -0.24413 0.57131 1.70391
3 C 0.17141 1.90133 1.42695
4 C -0.66730 -0.53864 0.67585
5 C 1.20066 -0.18242 -0.96870
6 C -0.79331 -1.58250 -1.54967
7 C -0.21726 -0.68746 -0.66230
8 H 1.24994 0.81408 -0.77327
9 H -0.39440 -1.90027 -2.49121
10 H 2.03288 -0.74893 -0.50889
11 H -0.34909 2.46345 0.71464
12 H -1.90585 -1.78084 -1.55389
13 H -2.38090 -1.26388 0.25715
14 H -1.17830 0.61047 2.25280
15 H 0.49529 0.13657 2.40213
16 H 1.23670 2.25851 1.58843
17 H 1.29150 -0.40890 -2.05101

Calculated values
molar mass	98.14	g mol⁻¹
ΔE to the lowest compared entry with this formula, charge and spin	99.6	kcal/mol
orbital gap (alpha / beta)	7.6 / 8.3	eV
highest occupied orbital energy (alpha / beta)	-7.37 / -8.28	eV

Atomic partial charges in e from the Löwdin method, atoms 1 to 5: atom 1 (O): 0.033, atom 2 (C): -0.241, atom 3 (C): 0.007, atom 4 (C): -0.191, atom 5 (C): -0.043

***

The following is a quantum chemistry calculation of a 2-piece molecular cluster, CH2ClP overall, from OMol25.

Cartesian coordinates (Å):
1 Cl -2.71077 1.13852 0.01516
2 P 2.47784 1.26919 0.05014
3 C 1.21489 2.11341 -0.45215
4 H -3.22736 1.80465 -0.96222
5 H 0.32749 2.62048 -0.90532

Calculated values
molar mass	80.45	g mol⁻¹
ΔE to the lowest compared entry with this formula, charge and spin	32.5	kcal/mol
orbital gap	10.4	eV
SMILES string	C#P.Cl
highest occupied orbital energy	-9.96	eV

Now the Löwdin charges, all in e: atom 1 (Cl): 0.246, atom 2 (P): 0.622, atom 3 (C): -0.560, atom 4 (H): -0.242, atom 5 (H): -0.066

***

The following is a quantum chemistry calculation of a 8-piece molecular cluster, C34H49F21O17 overall, from OMol25.

Cartesian coordinates (Å):
1 F 15.86345 -14.55707 -21.22874
2 F 16.18977 -1.06613 -13.67089
3 F 14.30826 -14.29002 -19.74558
4 F 10.51823 -2.57493 -15.93253
5 F 11.06843 -12.57736 -10.76231
6 F 22.45251 -5.62165 -16.38488
7 F 12.39204 -14.12935 -9.78193
8 F 12.92470 -12.05063 -10.16744
9 F 12.74373 -11.42377 -21.72501
10 F 20.35969 -5.26318 -16.23502
11 F 21.03330 -7.14732 -17.15315
12 F 12.42559 -13.61089 -15.69369
13 F 16.16180 -15.07139 -19.08806
14 F 11.15089 -14.32270 -17.21786
15 F 11.74269 -3.68465 -14.65421
16 F 10.64609 -4.70758 -16.39838
17 F 14.21401 -1.97271 -13.33093
18 F 12.32650 -15.66679 -16.09781
19 F 10.76348 -11.13925 -22.26406
20 F 11.46556 -13.14340 -21.68029
21 F 15.67668 -2.17215 -11.82450
22 O 15.27076 -11.77733 -20.12685
23 O 13.28974 -12.68414 -12.90960
24 O 12.93420 -14.89810 -12.31633
25 O 11.48602 -9.68643 -15.59139
26 O 9.23425 -14.38082 -15.40544
27 O 17.56313 -8.43504 -16.31267
28 O 10.70805 -15.21165 -13.89299
29 O 13.19814 -4.34942 -17.07249
30 O 14.40549 -8.44247 -16.25261
31 O 17.23250 -12.56322 -19.15729
32 O 20.11428 -6.71138 -14.02435
33 O 22.14343 -7.63296 -14.33641
34 O 16.88177 -3.41785 -14.80545
35 O 12.35972 -2.33353 -17.66193
36 O 10.84269 -10.07597 -19.83029
37 O 11.58385 -12.16283 -19.08206
38 O 15.42386 -4.56442 -13.36209
39 C 15.36388 -10.45489 -19.58262
40 C 15.31374 -7.94752 -15.17451
41 C 13.55020 -2.03494 -18.49761
42 C 15.94934 -3.49317 -13.74608
43 C 18.78049 -9.24051 -16.22787
44 C 10.37192 -9.60227 -18.51800
45 C 11.97611 -8.35263 -15.37666
46 C 12.55223 -10.64913 -15.86033
47 C 15.61608 -14.22320 -19.95388
48 C 16.03932 -9.54533 -20.50450
49 C 13.11694 -7.79024 -16.33607
50 C 11.60207 -14.60731 -16.00180
51 C 11.53211 -11.83734 -21.50629
52 C 11.33024 -3.62818 -15.94615
53 C 21.22433 -6.20756 -16.19230
54 C 13.62693 -0.43646 -18.69172
55 C 8.04557 -14.67592 -14.59638
56 C 10.44936 -14.72899 -14.96135
57 C 16.14766 -12.76413 -19.71774
58 C 12.90530 -13.50831 -12.08446
59 C 11.27087 -11.38483 -20.01818
60 C 18.85118 -6.86736 -11.86254
61 C 13.73764 -15.54336 -13.30488
62 C 17.37461 -4.58456 -15.31378
63 C 16.68794 -4.96331 -16.68375
64 C 12.30482 -13.10578 -10.65623
65 C 21.26537 -6.86787 -14.74327
66 C 8.97998 -10.00970 -17.99596
67 C 12.44050 -3.42406 -16.89873
68 C 20.06629 -7.38143 -12.71251
69 C 15.51833 -2.12071 -13.13128
70 C 16.76650 -8.58579 -15.16690
71 C 7.48513 -13.47899 -13.81309
72 C 13.23531 -16.96621 -13.50440
73 H 13.51431 -17.60814 -12.66882
74 H 13.64033 -17.42834 -14.40467
75 H 15.49441 -6.87265 -15.18565
76 H 19.87856 -8.41994 -12.98519
77 H 16.01819 -10.42592 -18.71134
78 H 14.34781 -0.22077 -19.48033
79 H 17.95069 -7.35386 -12.23742
80 H 14.37724 -10.14337 -19.23971
81 H 15.60937 -4.85090 -16.57354
82 H 18.65909 -10.32369 -16.23654
83 H 18.58212 -5.81188 -11.82177
84 H 8.96304 -11.09755 -17.92961
85 H 8.15436 -13.26634 -12.97941
86 H 17.42200 -5.41115 -14.60484
87 H 16.90546 -5.99223 -16.97028
88 H 21.00114 -7.25318 -12.16688
89 H 8.24391 -9.75693 -18.75912
90 H 19.36614 -9.01450 -17.11896
91 H 19.47681 -8.99193 -15.42696
92 H 12.15170 -17.08276 -13.52201
93 H 11.18482 -7.60471 -15.32594
94 H 13.36798 -6.73864 -16.19744
95 H 13.78125 -14.93971 -14.21142
96 H 14.38531 -2.41840 -17.91140
97 H 12.59335 -0.17821 -18.92222
98 H 16.62069 -9.62137 -14.85963
99 H 14.94716 -8.14103 -14.16640
100 H 12.00165 -11.48375 -16.29435
101 H 13.31695 -2.50057 -19.45515
102 H 15.76278 -8.54059 -20.18493
103 H 14.77795 -15.59189 -12.98317
104 H 7.38049 -12.62664 -14.48438
105 H 10.41703 -8.52895 -18.70252
106 H 12.87114 -7.89524 -17.39279
107 H 7.32008 -14.93907 -15.36613
108 H 13.15607 -11.04807 -15.04527
109 H 6.44534 -13.64863 -13.53353
110 H 8.67085 -9.49126 -17.08834
111 H 16.92553 -4.23554 -17.45964
112 H 11.17879 -9.79956 -17.81221
113 H 15.54750 -9.57889 -21.47665
114 H 13.94439 0.07882 -17.78518
115 H 12.33046 -8.25544 -14.35046
116 H 18.39248 -4.25038 -15.51469
117 H 19.11186 -7.16811 -10.84780
118 H 13.30472 -10.54396 -16.64186
119 H 8.21588 -15.48090 -13.88146
120 H 17.26096 -8.21610 -14.26860
121 H 17.11933 -9.60224 -20.64034

Calculated values
molar mass	1128.71	g mol⁻¹
ΔE to the lowest compared entry with this formula, charge and spin	99.7	kcal/mol
orbital gap	9.8	eV
SMILES string	CCOC(=O)C(F)(F)F.CCOC(=O)C(F)(F)F.CCOC(=O)C(F)(F)F.CCOC(=O)C(F)(F)F.CCOC(=O)C(F)(F)F.CCOC(=O)C(F)(F)F.CCOC(=O)C(F)(F)F.COCCOCCOC
highest occupied orbital energy	-9.38	eV

Atomic partial charges in e from the Löwdin method, atoms 1 to 5: atom 1 (F): 0.166, atom 2 (F): 0.148, atom 3 (F): 0.171, atom 4 (F): 0.167, atom 5 (F): 0.144

***

The following is a quantum chemistry calculation of a 2-piece molecular cluster, C8H8N4O4 overall, from OMol25.

Cartesian coordinates (Å):
1 O -1.50387 -1.16393 -0.49122
2 O -0.59288 3.09317 -0.79274
3 O 0.36715 -0.08587 -1.38659
4 O 2.67003 -0.73997 2.52835
5 N 3.13760 -1.91872 0.59894
6 N 1.22361 -0.80378 0.54280
7 N -1.37680 1.09374 -0.90264
8 N -2.84583 0.21815 0.71354
9 C -2.73134 2.65184 0.46147
10 C 2.38752 -1.01626 1.39418
11 C -1.48644 2.32985 -0.48199
12 C 2.20979 -1.42487 -1.52985
13 C -3.19830 1.55894 1.21248
14 C -1.84704 -0.01981 -0.25694
15 C 3.18803 -2.01936 -0.75245
16 C 1.28586 -0.73581 -0.88029
17 H 0.67380 -0.15589 1.06319
18 H 2.06431 -1.53127 -2.65855
19 H -0.75153 0.94222 -1.80564
20 H -3.08334 -0.72478 1.20772
21 H 3.80959 -2.72694 -1.29809
22 H -3.07028 3.74779 0.52165
23 H -4.18091 1.80685 1.74258
24 H 3.65127 -2.37531 1.25010

Calculated values
molar mass	224.18	g mol⁻¹
ΔE to the lowest compared entry with this formula, charge and spin	118.7	kcal/mol
orbital gap	9.1	eV
SMILES string	O=c1cc[nH]c(=O)[nH]1.O=c1cc[nH]c(=O)[nH]1
highest occupied orbital energy	-8.98	eV

Atomic partial charges in e from the Löwdin method, atoms 1 to 5: atom 1 (O): 0.056, atom 2 (O): 0.059, atom 3 (O): -0.012, atom 4 (O): 0.129, atom 5 (N): 0.122